(1)
# C33H35F5N4OP2Pd

A molecular structure, C33H35F5N4OP2Pd in a non-equilibrium geometry (the ωB97M-V functional and the def2-TZVPD basis, the Open Molecules 2025 dataset).

Values from the calculation:
* strongest force on any atom: 2.7 eV/A
* Kohn-Sham gap (spin up / spin down): 6.62 / 3.74 eV
* electronic energy: -2881.747170 a.u.
* 2S+1: 5
* net charge: +2
* highest occupied orbital energy (spin up / spin down): -12.874 / -13.040 eV
* relative energy (zero: lowest compared OMol25 entry of this formula, charge and spin): 56.7 kcal/mol

Positions of all 81 atoms, in Å:
Pd: 0.3456 1.1773 0.5176
C: -1.5270 1.6991 -4.1332
C: -1.6487 0.3864 -4.0026
C: -0.7976 -0.6670 -4.6772
C: 0.6967 -0.3115 -4.8177
C: 1.3459 0.4298 -3.6487
C: 1.1339 1.7247 -3.3340
C: 0.7466 2.7237 -4.3803
C: -0.5994 2.3817 -5.0766
C: 1.2675 1.2134 2.5504
H: -2.2121 2.3689 -3.6223
H: -2.5902 -0.0293 -3.6089
H: -1.2031 -0.8525 -5.6908
H: -0.9255 -1.6219 -4.1225
H: 1.2323 -1.2666 -4.9202
H: 0.8637 0.2551 -5.7464
H: 2.3426 0.0040 -3.4226
H: 1.4822 2.1482 -2.4026
H: 1.5311 2.7390 -5.1480
H: 0.6970 3.7242 -3.9268
H: -1.0483 3.3222 -5.4032
H: -0.4236 1.7798 -5.9762
H: 0.4863 1.7398 3.1213
H: 2.2085 1.8120 2.5971
H: 1.4219 0.2692 3.0961
P: 1.9114 -0.3674 -0.0382
P: -1.1931 -0.7085 0.2939
N: 3.0762 0.8276 -0.4842
N: 2.9150 -1.5119 0.8244
N: -2.4924 0.4975 -0.1064
N: -2.5034 -1.7944 0.9291
C: 1.0433 -1.2882 -1.3708
C: -0.4450 -1.6805 -1.0820
C: 3.0514 2.1549 -0.0267
C: 4.1501 2.8130 -0.5350
C: 4.8598 1.8809 -1.3558
C: 4.1858 0.6667 -1.3001
C: 3.5614 -1.2712 2.0525
C: 4.1736 -2.4403 2.4816
C: 3.9142 -3.4451 1.4910
C: 3.1534 -2.8472 0.5002
C: -2.4713 1.7914 0.4458
C: -3.1402 2.6617 -0.3940
C: -3.5787 1.9005 -1.5190
C: -3.1836 0.5796 -1.3066
C: -3.7836 -2.0540 0.4534
C: -4.5113 -2.7266 1.4274
C: -3.6416 -2.9097 2.5405
C: -2.4238 -2.3486 2.2050
H: 1.6343 -2.1782 -1.6629
H: 0.9984 -0.5775 -2.2424
H: -1.0710 -1.5610 -1.9893
H: -0.4854 -2.7491 -0.7921
H: 2.2250 2.4825 0.6085
H: 4.4071 3.8434 -0.3110
H: 5.7425 2.0891 -1.9220
H: 4.3664 -0.2846 -1.7501
H: 3.5194 -0.2954 2.5042
H: 4.7749 -2.5558 3.3795
H: 4.2697 -4.4635 1.4839
H: 2.7584 -3.2449 -0.4099
H: -2.0325 1.9292 1.4413
H: -3.2855 3.7218 -0.2364
H: -4.1050 2.2804 -2.3844
H: -3.3114 -0.2983 -1.9078
H: -4.1089 -1.7022 -0.5050
H: -5.5382 -3.0433 1.3548
H: -3.8520 -3.3895 3.4837
H: -1.5035 -2.2272 2.7619
F: -1.4100 -0.6682 8.4696
C: -1.4157 -0.4889 7.1381
C: -2.0896 0.6067 6.5919
F: -2.7310 1.4786 7.3922
C: -2.1236 0.8028 5.2344
F: -2.7370 1.8663 4.6902
C: -1.4956 -0.1104 4.3297
O: -1.5472 -0.0038 3.0687
C: -0.6918 -1.1445 4.9413
F: 0.1419 -1.8724 4.1347
C: -0.7014 -1.3583 6.3018
F: -0.0560 -2.4139 6.8551

Atom charges from the Mulliken analysis, given in e for atoms 1 to 4: number 1, Pd, carries -0.690; number 2, C, carries -0.559; number 3, C, carries -0.038; number 4, C, carries -1.021

(2)
# C33H35N5O

2 unconnected molecules or ions with the total composition C33H35N5O in a non-equilibrium geometry (the ωB97M-V functional and the def2-TZVPD basis, the Open Molecules 2025 dataset).

Values from the calculation:
* strongest force on any atom: 2.4 eV/A
* Kohn-Sham gap: 4.47 eV
* electronic energy: -1627.423763 a.u.
* 2S+1: 1
* net charge: 0
* highest occupied orbital energy: -6.284 eV
* relative energy (zero: lowest compared OMol25 entry of this formula, charge and spin): 0.0 kcal/mol

Positions of all 74 atoms, in Å:
C: 1.3370 -1.3150 3.3793
C: 2.0473 -2.4526 3.0376
N: 2.7236 -3.3902 2.7983
C: 0.1190 -0.9664 2.7577
C: -0.4762 0.3195 2.9580
C: -1.7240 0.6030 2.4314
C: -2.4216 -0.3685 1.6909
C: -3.7454 -0.0930 1.2089
N: -4.8319 0.1357 0.8328
C: -1.8126 -1.6015 1.4099
C: -0.5593 -1.9043 1.9214
H: 1.7896 -0.6344 4.1016
H: 0.0756 1.0780 3.5237
H: -2.1894 1.5779 2.5915
H: -2.3396 -2.3303 0.7918
H: -0.0833 -2.8659 1.7056
C: 7.6610 -2.9283 6.5782
N: 6.4533 -3.5807 6.1249
C: 6.4823 -4.5280 5.1411
O: 7.4826 -4.9070 4.5388
C: 5.0429 -4.9996 4.9202
C: 4.8244 -6.4354 5.4162
C: 5.6657 -7.4595 4.6831
C: 5.2402 -7.9644 3.4502
C: 6.0552 -8.8527 2.7378
C: 7.2953 -9.2420 3.2592
C: 7.7093 -8.7590 4.5085
C: 6.8837 -7.8896 5.2243
N: 4.2795 -4.0187 5.7025
C: 2.9396 -3.9897 5.6644
C: 2.1692 -3.0055 6.2820
C: 0.8106 -2.7806 6.0819
C: 0.0206 -1.9216 6.9191
C: -1.4024 -1.9914 6.9262
C: -2.1603 -1.1594 7.7248
C: -1.5327 -0.1826 8.5405
N: -2.2953 0.7242 9.2839
C: -2.5812 0.5289 10.6937
C: -2.5874 2.0488 8.7699
C: -0.1235 -0.1317 8.5840
C: 0.6312 -0.9723 7.7872
C: 5.1274 -3.0736 6.4581
C: 4.9158 -3.1942 7.9759
C: 4.9786 -1.6242 5.9637
H: 8.5330 -3.4594 6.1891
H: 7.6974 -1.8879 6.2312
H: 7.6946 -2.9325 7.6736
H: 4.7851 -4.9154 3.8454
H: 5.0707 -6.4631 6.4923
H: 3.7562 -6.6632 5.2900
H: 4.2744 -7.6409 3.0518
H: 5.7146 -9.2405 1.7755
H: 7.9389 -9.9200 2.6962
H: 8.6732 -9.0572 4.9277
H: 7.1880 -7.5145 6.2049
H: 2.4710 -4.7569 5.0391
H: 2.6873 -2.3527 6.9801
H: 0.2873 -3.3439 5.3047
H: -1.8946 -2.7366 6.2973
H: -3.2511 -1.2137 7.7470
H: -2.2400 -0.4644 11.0121
H: -2.0841 1.2967 11.3096
H: -3.6650 0.6060 10.8699
H: -2.2404 2.1164 7.7308
H: -3.6719 2.2320 8.7991
H: -2.0866 2.8256 9.3711
H: 0.3522 0.5949 9.2464
H: 1.7174 -0.8860 7.8221
H: 5.2113 -4.2018 8.3021
H: 5.5395 -2.4516 8.4897
H: 3.8730 -3.0327 8.2546
H: 5.2365 -1.5811 4.8958
H: 3.9539 -1.2652 6.0786
H: 5.6486 -0.9710 6.5392

Atom charges from the Mulliken analysis, given in e for atoms 1 to 4: number 1, C, carries -0.680; number 2, C, carries 0.284; number 3, N, carries -0.639; number 4, C, carries 1.058

(3)
# C33H35N5OS3Sm

A molecular structure, C33H35N5OS3Sm (the ωB97M-V functional and the def2-TZVPD basis, the Open Molecules 2025 dataset).

Values from the calculation:
* strongest force on any atom: 0.6 eV/A
* Kohn-Sham gap (spin up / spin down): 7.27 / 7.77 eV
* electronic energy: -3480.007304 a.u.
* 2S+1: 6
* net charge: +1
* highest occupied orbital energy (spin up / spin down): -10.749 / -10.764 eV
* relative energy (zero: lowest compared OMol25 entry of this formula, charge and spin): 6.7 kcal/mol

Positions of all 78 atoms, in Å:
Sm: -0.9129 0.5965 -2.7166
C: 0.4126 -1.6411 0.8456
C: 0.5986 -1.8783 -0.6514
C: 1.9823 -1.5155 -1.1348
C: 2.9856 -2.4701 -1.0175
C: 4.2828 -2.1950 -1.4107
C: 4.5817 -0.9579 -1.9523
C: 3.6112 0.0278 -2.0951
C: 3.9783 1.2787 -2.8586
C: 3.6451 1.1273 -4.3435
C: 2.3114 -0.2521 -1.6448
N: 1.2800 0.7271 -1.7937
C: 1.4490 1.9175 -1.2847
C: 0.5671 2.9860 -1.5462
C: 0.5869 4.2919 -1.0372
C: -0.4833 4.9605 -1.6203
C: -1.1030 4.0425 -2.4709
N: -0.4879 2.8483 -2.4476
H: -0.5849 -1.9397 1.1664
H: 0.5570 -0.5909 1.0946
H: 1.1456 -2.2210 1.4061
H: -0.1771 -1.3299 -1.2097
H: 0.4113 -2.9295 -0.8820
H: 2.7369 -3.4425 -0.6128
H: 5.0528 -2.9458 -1.3119
H: 5.5867 -0.7496 -2.2945
H: 5.0477 1.4569 -2.7372
H: 3.4813 2.1699 -2.4783
H: 4.1369 0.2506 -4.7643
H: 3.9591 2.0031 -4.9084
H: 2.5682 1.0032 -4.4877
H: 2.3000 2.1124 -0.6319
H: 1.3122 4.6934 -0.3495
H: -0.7736 5.9846 -1.4706
H: -1.9703 4.2046 -3.0953
S: -3.6026 0.4648 -3.2635
C: -3.0704 -1.1733 -3.2723
N: -1.7867 -1.5074 -3.3801
C: -1.6030 -2.8851 -3.3951
C: -0.3853 -3.5430 -3.5412
C: -0.3804 -4.9235 -3.5423
C: -1.5680 -5.6477 -3.3992
C: -2.7824 -5.0023 -3.2628
C: -2.7871 -3.6130 -3.2643
S: -4.1401 -2.5235 -3.1373
H: 0.5343 -2.9800 -3.6548
H: 0.5535 -5.4531 -3.6617
H: -1.5380 -6.7279 -3.4041
H: -3.7007 -5.5623 -3.1626
C: 2.6013 1.4072 2.2926
C: 1.7821 2.6715 2.5275
C: 0.3069 2.4155 2.8086
N: -0.4077 2.0876 1.5701
C: -1.4166 1.2616 1.4002
S: -2.0470 0.8255 -0.1260
N: -2.0497 0.7224 2.4814
C: -2.3986 1.4162 3.6652
O: -2.1851 2.5942 3.7880
C: -3.0676 0.5732 4.6837
C: -2.9382 -0.8127 4.7121
C: -3.5703 -1.5419 5.7049
C: -4.3381 -0.8908 6.6598
C: -4.4704 0.4911 6.6311
C: -3.8324 1.2257 5.6476
H: 3.6638 1.6384 2.2283
H: 2.3228 0.8905 1.3762
H: 2.4655 0.7019 3.1129
H: 1.8653 3.3525 1.6756
H: 2.1883 3.2206 3.3778
H: -0.1694 3.2777 3.2754
H: 0.1965 1.5689 3.4906
H: -0.0801 2.5272 0.7142
H: -2.6436 -0.0617 2.2455
H: -2.3179 -1.3266 3.9891
H: -3.4563 -2.6158 5.7397
H: -4.8353 -1.4632 7.4300
H: -5.0689 0.9945 7.3764
H: -3.9167 2.3021 5.6100

Atom charges from the Mulliken analysis, given in e for atoms 1 to 4: number 1, Sm, carries 0.743; number 2, C, carries -1.180; number 3, C, carries 0.731; number 4, C, carries 0.551

> Among the records above, which one has the highest electronic energy?

C33H35N5O

> Which value of 2S+1 does entry 1 give?

5